Record 1
DFT (wB97M-V/def2-TZVPD) results for a molecular structure, C14H44BO8V.

CARTESIAN COORDINATES (ANGSTROEM)
O1 -0.842 0.269 2.146
V1 0.146 1.015 1.155
O2 0.197 0.169 -0.187
B1 -0.963 2.977 0.481
H1 -1.511 2.169 0.020
H2 -1.174 3.981 0.147
H3 -1.136 2.946 1.546
H4 0.075 2.767 0.277
C1 1.547 2.500 4.178
O3 0.653 2.611 3.110
H5 1.841 1.457 4.294
H6 2.438 3.124 4.101
H7 1.025 2.816 5.081
H8 0.428 3.544 3.096
C2 -3.859 2.068 2.671
O4 -3.470 3.318 2.111
H9 -4.766 2.190 3.263
H10 -4.084 1.243 1.994
H11 -3.027 1.800 3.323
H12 -2.649 3.172 1.636
C3 -5.733 -0.724 -1.898
C4 -4.409 -1.387 -1.521
C5 -3.316 -0.477 -0.924
O5 -4.665 -2.307 -0.474
H13 -6.429 -1.406 -2.387
H14 -5.528 0.016 -2.671
H15 -6.134 -0.258 -0.998
H16 -4.003 -1.914 -2.384
H17 -3.502 -0.130 0.092
H18 -2.926 0.382 -1.470
H19 -2.414 -1.085 -0.856
H20 -3.840 -2.779 -0.335
C6 3.457 -2.208 1.744
C7 2.000 -1.814 2.068
C8 1.527 -2.396 3.402
O6 1.848 -0.421 2.151
H21 3.701 -1.812 0.759
H22 3.707 -3.269 1.714
H23 4.149 -1.807 2.484
H24 1.360 -2.191 1.270
H25 2.099 -1.986 4.234
H26 1.705 -3.471 3.424
H27 0.470 -2.187 3.566
H28 2.631 0.040 2.460
C9 3.315 3.315 -1.138
C10 2.629 2.027 -0.949
C11 3.595 0.920 -1.317
O7 2.249 1.912 0.429
H29 4.344 3.244 -0.786
H30 2.771 4.083 -0.587
H31 3.337 3.718 -2.150
H32 1.723 2.167 -1.537
H33 4.292 0.792 -0.488
H34 4.116 1.144 -2.248
H35 3.078 -0.033 -1.426
H36 3.049 2.043 0.945
C12 0.349 -3.548 -5.131
C13 0.218 -2.503 -4.029
C14 0.090 -3.060 -2.563
O8 1.340 -1.678 -4.008
H37 -0.438 -4.303 -5.122
H38 1.243 -4.146 -4.952
H39 0.431 -3.040 -6.091
H40 -0.645 -1.853 -4.168
H41 0.767 -3.900 -2.405
H42 -0.945 -3.375 -2.428
H43 0.322 -2.280 -1.838
H44 2.147 -2.187 -3.907

Results
- frontier orbital gap (alpha / beta) (eV) = 4.55 / 6.74
- 2S+1 = 2
- relative energy (zero: lowest compared OMol25 entry of this formula, charge and spin) (kJ/mol) = 109.98
- E_LUMO (alpha / beta) (eV) = 2.388 / 2.344
- charge = -1

---

Record 2
DFT (wB97M-V/def2-TZVPD) results for 18 unconnected molecules or ions with the total composition C9H53N2O19.

CARTESIAN COORDINATES (ANGSTROEM)
N1 1.372 -0.989 1.029
C1 1.908 -0.462 -0.277
C2 1.085 0.764 -0.963
C3 2.169 1.949 -1.310
N2 1.879 3.290 -0.678
C4 1.578 3.259 0.802
C5 0.474 2.141 1.271
C6 -0.116 1.429 -0.081
C7 -1.412 0.425 0.191
C8 -2.733 0.786 -0.712
C9 -4.015 1.140 0.294
O1 -4.397 2.418 0.539
O2 -4.697 -0.040 0.907
H1 0.910 -1.940 0.906
H2 2.161 -1.182 1.688
H3 3.067 -0.256 -0.109
H4 1.874 -1.372 -1.049
H5 0.617 0.369 -1.970
H6 2.109 2.115 -2.490
H7 3.285 1.681 -1.084
H8 1.131 3.826 -1.213
H9 2.756 3.883 -0.790
H10 1.101 4.322 1.064
H11 2.585 3.216 1.420
H12 -0.454 2.602 1.850
H13 1.006 1.424 2.027
H14 -0.567 2.313 -0.745
H15 -1.733 0.450 1.334
H16 -1.146 -0.709 -0.043
H17 -2.594 1.752 -1.392
H18 -3.008 -0.088 -1.471
H19 -4.002 -0.452 1.507
O3 1.195 6.479 0.149
H20 0.483 6.385 -0.502
H21 1.632 7.307 -0.101
O4 2.604 -3.598 -1.085
H22 3.110 -4.287 -0.627
H23 2.096 -4.085 -1.751
O5 -7.857 -1.022 0.591
H24 -6.961 -1.095 0.953
H25 -7.972 -0.072 0.441
O6 4.445 -5.986 -0.179
H26 5.123 -6.155 -0.851
H27 4.615 -6.658 0.498
O7 6.891 -6.630 0.081
H28 7.808 -6.888 0.260
H29 6.685 -5.996 0.784
O8 5.989 -3.599 -0.182
H30 5.188 -4.144 -0.190
H31 5.706 -2.771 0.234
O9 1.324 9.499 0.202
H32 0.421 9.181 0.354
H33 1.639 9.740 1.086
O10 -0.232 -3.215 3.080
H34 -0.313 -2.965 4.013
H35 0.328 -2.521 2.700
O11 -0.609 11.246 -1.005
H36 0.308 10.987 -0.825
H37 -0.815 11.880 -0.302
O12 -10.533 -1.196 -1.065
H38 -9.636 -1.269 -0.704
H39 -10.648 -0.246 -1.216
O13 2.729 -8.036 1.084
H40 2.086 -7.383 0.769
H41 3.142 -8.368 0.273
O14 -10.456 1.814 -2.374
H42 -11.168 1.720 -3.025
H43 -10.019 2.642 -2.624
O15 -2.505 -1.751 3.240
H44 -3.334 -2.115 3.585
H45 -2.165 -2.451 2.663
O16 7.072 -4.820 -3.081
H46 6.992 -4.571 -2.148
H47 7.632 -4.126 -3.461
O17 -5.772 1.621 -2.468
H48 -6.675 1.303 -2.316
H49 -5.457 1.863 -1.584
O18 0.126 -6.561 -0.193
H50 -0.562 -7.021 -0.697
H51 -0.369 -5.955 0.379
O19 4.672 1.626 2.045
H52 4.592 1.876 2.978
H53 5.232 2.320 1.665

Results
- frontier orbital gap (eV) = 8.62
- E_LUMO (eV) = -3.158
- charge = +1

---

Record 3
DFT (wB97M-V/def2-TZVPD) results for a single C24H23NO2 molecule.

CARTESIAN COORDINATES (ANGSTROEM)
O1 -3.186 -2.207 1.304
C1 -2.786 -1.832 0.219
N1 -3.547 -1.100 -0.632
H1 -3.122 -0.705 -1.456
C2 -4.851 -0.594 -0.260
C3 -4.823 0.899 -0.055
C4 -5.673 1.739 -0.759
C5 -5.621 3.110 -0.567
C6 -4.711 3.652 0.323
C7 -3.856 2.819 1.027
C8 -3.913 1.451 0.840
H2 -3.254 0.797 1.393
H3 -3.146 3.238 1.725
H4 -4.668 4.721 0.470
H5 -6.290 3.755 -1.117
H6 -6.385 1.320 -1.456
H7 -5.115 -1.102 0.673
H8 -5.580 -0.861 -1.032
C9 -1.411 -2.134 -0.278
C10 -0.396 -2.230 0.666
C11 0.911 -2.482 0.279
C12 1.196 -2.662 -1.068
C13 0.186 -2.593 -2.011
C14 -1.115 -2.325 -1.624
H9 -1.898 -2.294 -2.368
H10 0.415 -2.748 -3.055
H11 2.215 -2.856 -1.371
C15 2.017 -2.563 1.304
O2 3.257 -2.081 0.839
C16 3.385 -0.746 0.567
C17 4.653 -0.349 0.132
C18 4.878 0.977 -0.156
C19 3.860 1.920 -0.024
C20 2.609 1.530 0.398
C21 2.370 0.194 0.697
H12 1.385 -0.096 1.025
H13 1.811 2.250 0.504
C22 4.354 3.284 -0.411
H14 4.002 4.066 0.262
H15 4.008 3.529 -1.420
C23 5.882 3.124 -0.379
H16 6.381 3.764 -1.105
H17 6.251 3.385 0.614
C24 6.138 1.631 -0.640
H18 7.027 1.263 -0.128
H19 6.263 1.438 -1.710
H20 5.428 -1.094 0.039
H21 2.210 -3.614 1.549
H22 1.720 -2.046 2.227
H23 -0.648 -2.097 1.708

Results
- frontier orbital gap (eV) = 8.87
- relative energy (zero: lowest compared OMol25 entry of this formula, charge and spin) (kJ/mol) = 1.18
- SMILES = O=C(NCc1ccccc1)c1cccc(COc2ccc3c(c2)CCC3)c1
- E_LUMO (eV) = 0.657
- charge = 0

---

Record 4
DFT (wB97M-V/def2-TZVPD) results for a molecular structure, C21H46FeNO2P3.

CARTESIAN COORDINATES (ANGSTROEM)
Fe1 0.580 -0.119 -1.080
P1 0.357 -2.323 -1.021
P2 2.237 0.251 0.149
P3 -1.452 0.143 -0.608
H1 1.376 4.877 0.080
C1 0.377 4.744 0.481
C2 0.179 4.392 1.768
H2 1.015 4.231 2.459
C3 1.397 -2.031 -2.531
C4 1.383 -3.421 0.029
C5 -0.993 -3.411 -1.627
C6 2.525 2.016 0.487
C7 2.085 -0.442 1.850
C8 3.911 -0.317 -0.334
C9 -1.597 1.815 0.068
C10 -2.272 -0.932 0.580
C11 -2.508 0.137 -2.078
H3 -0.456 4.940 -0.184
H4 -0.826 4.287 2.185
H5 0.786 -2.255 -3.412
H6 2.366 -2.526 -2.466
H7 1.652 -0.920 -2.645
H8 1.280 -4.474 -0.262
H9 1.053 -3.288 1.065
H10 2.438 -3.134 -0.028
H11 -0.582 -4.325 -2.073
H12 -1.590 -2.898 -2.387
H13 -1.670 -3.681 -0.811
H14 3.598 2.237 0.391
H15 2.171 2.263 1.497
H16 1.959 2.623 -0.234
H17 2.764 -1.298 1.953
H18 1.064 -0.780 2.072
H19 2.354 0.352 2.560
H20 4.643 0.064 0.392
H21 4.149 0.077 -1.332
H22 3.954 -1.415 -0.371
H23 -2.623 2.139 -0.133
H24 -0.885 2.490 -0.428
H25 -1.394 1.797 1.147
H26 -3.133 -0.366 0.952
H27 -1.617 -1.197 1.421
H28 -2.608 -1.850 0.084
H29 -3.436 0.625 -1.766
H30 -2.685 -0.893 -2.405
H31 -2.019 0.717 -2.876
C12 0.033 2.074 -4.083
C13 0.804 1.187 -4.932
C14 0.705 1.217 -6.313
C15 -0.206 2.048 -6.968
C16 -1.078 2.827 -6.190
C17 -1.012 2.810 -4.804
O1 0.260 2.210 -2.831
H32 0.943 -0.018 -2.466
H33 1.492 0.492 -4.473
H34 1.347 0.604 -6.936
H35 -0.276 2.112 -8.060
H36 -1.818 3.480 -6.657
H37 -1.702 3.398 -4.187
C18 -1.644 -1.441 6.607
N1 -1.119 -1.995 5.369
C19 -1.039 -3.432 5.265
C20 -0.967 -1.281 4.219
C21 -1.201 0.213 4.287
O2 -0.653 -1.861 3.168
H38 -1.523 -2.205 7.379
H39 -2.712 -1.180 6.530
H40 -1.089 -0.540 6.898
H41 -0.214 -3.720 4.612
H42 -0.885 -3.825 6.270
H43 -1.967 -3.854 4.858
H44 -0.638 0.691 3.476
H45 -2.273 0.427 4.140
H46 -0.877 0.640 5.244

Results
- frontier orbital gap (alpha / beta) (eV) = 3.86 / 3.82
- 2S+1 = 6
- E_LUMO (alpha / beta) (eV) = -12.101 / -12.143
- charge = +3

---

Calculated values (Eh/bohr) of max |F| for the records, taken in order: 0.080, 0.180, 0.006, 0.120.
Calculated values (a.u.) of E for the records, taken in order: -2130.4652, -1913.3651, -1133.6167, -3319.5335.